{
  "formula": "C11H19IN2O4Pd",
  "method": "the ωB97M-V functional and the def2-TZVPD basis",
  "s2": 6.02,
  "multiplicity": 5,
  "total_energy_ev": -34413.003,
  "charge": 4,
  "de_lowest_kcal_mol": 5.9,
  "e_lumo_ha": [-0.471, -0.678],
  "fmax_ev_per_a": 1.84,
  "homo_lumo_gap_ev": [9.8353, 4.4666],
  "species": ["Pd", "C", "C", "O", "C", "C", "O", "C", "C", "O", "C", "C", "O", "H", "H", "H", "H", "H", "H", "H", "H", "H", "H", "H", "H", "H", "H", "H", "H", "I", "C", "C", "N", "N", "C", "H", "H", "H"],
  "coordinates": [[-0.018191, -0.227289, 0.191722], [-0.800151, 2.521492, 0.948700], [0.711693, 2.781039, 0.962095], [1.401578, 1.554561, 0.719499], [2.566106, 1.606885, -0.105871], [2.591923, 0.374088, -1.017888], [1.315225, 0.322185, -1.638790], [1.008721, -0.769242, -2.495447], [-0.444157, -0.556651, -2.937954], [-1.259511, -0.352871, -1.782615], [-2.298323, 0.623350, -1.873056], [-2.383775, 1.398295, -0.551455], [-1.057607, 1.804407, -0.249844], [-1.335970, 3.487290, 0.959800], [-1.135623, 1.941290, 1.829918], [1.003329, 3.181385, 1.946190], [0.963500, 3.529733, 0.200146], [3.468443, 1.608176, 0.525427], [2.574804, 2.519139, -0.715760], [2.788562, -0.561466, -0.455038], [3.396149, 0.492002, -1.767807], [1.148000, -1.732278, -1.961716], [1.665469, -0.779485, -3.384902], [-0.791046, -1.448366, -3.483049], [-0.501371, 0.304116, -3.616666], [-3.261247, 0.122751, -2.061718], [-2.108857, 1.320514, -2.698704], [-2.800967, 0.786331, 0.271191], [-3.045624, 2.272419, -0.687311], [0.994974, -5.602040, 3.725521], [0.118433, -3.849095, 2.978376], [-1.090891, -3.268431, 3.427184], [-1.283534, -2.183416, 2.704464], [-0.290298, -1.978274, 1.789570], [0.565675, -2.975843, 1.940024], [-1.757367, -3.610295, 4.205779], [-2.083353, -1.561339, 2.806515], [1.465280, -3.095067, 1.353474]],
  "forces_ev_per_angstrom": [[-0.416, 0.714, -1.641], [-0.094, 0.348, 1.062], [-0.896, 0.936, -0.614], [0.223, -0.178, 0.600], [0.427, 0.100, -1.370], [0.891, -0.356, 0.396], [-0.817, 0.433, 1.293], [-0.476, -0.902, -0.888], [0.829, -0.240, -0.868], [0.381, -0.572, 1.273], [-0.857, 0.847, 0.101], [-1.246, -0.457, -0.541], [1.333, -0.937, 0.101], [0.160, -0.261, -0.047], [0.121, 0.161, -0.273], [0.162, -0.218, 0.145], [0.194, -0.278, 0.089], [-0.090, -0.055, 0.303], [-0.176, -0.050, 0.291], [-0.066, 0.321, -0.177], [-0.265, -0.009, 0.238], [-0.005, 0.341, -0.118], [-0.142, 0.080, 0.319], [0.040, 0.187, 0.199], [-0.076, -0.080, 0.278], [0.270, 0.055, 0.072], [0.145, -0.201, 0.148], [0.197, 0.194, -0.189], [0.259, -0.161, 0.098], [-0.674, 1.312, -0.566], [0.178, -0.470, 0.248], [0.730, -0.759, 0.053], [-0.302, 0.042, 0.155], [0.117, 0.563, -0.540], [-0.086, -0.686, 0.623], [-0.169, 0.151, 0.003], [0.275, -0.073, -0.178], [-0.080, 0.160, -0.077]]
}

***

{
  "formula": "C12H20BN",
  "method": "the ωB97M-V functional and the def2-TZVPD basis",
  "total_energy_ev": -14935.241,
  "charge": 0,
  "de_lowest_kcal_mol": 0.0,
  "e_lumo_ha": 0.031,
  "fmax_ev_per_a": 3.70,
  "homo_lumo_gap_ev": 9.6598,
  "species": ["B", "C", "C", "C", "C", "C", "C", "C", "C", "C", "C", "C", "C", "N", "H", "H", "H", "H", "H", "H", "H", "H", "H", "H", "H", "H", "H", "H", "H", "H", "H", "H", "H", "H"],
  "coordinates": [[0.424535, -0.055199, -0.871551], [-1.532372, -3.924677, -0.362227], [-0.173591, -3.817936, -0.123113], [-2.237945, -2.810447, -0.785747], [0.469762, -2.602864, -0.289438], [-1.590579, -1.599323, -0.942801], [-0.224310, -1.460121, -0.681298], [1.135976, -0.170898, 2.110881], [-1.243405, 0.566139, 1.735101], [-0.335629, 2.896942, -1.274630], [2.154242, 2.491642, -1.144424], [0.228062, 0.869263, 1.454298], [0.815312, 2.363611, -0.419768], [0.515139, 0.994180, 0.020803], [0.964587, 0.268359, -2.265835], [-2.038359, -4.869536, -0.224950], [0.389459, -4.683356, 0.197305], [-3.297246, -2.889855, -0.988497], [1.534587, -2.539199, -0.108856], [-2.152227, -0.735257, -1.271937], [2.171699, 0.009789, 1.832110], [1.050934, -0.105708, 3.193107], [0.858841, -1.172061, 1.797652], [-1.437569, 0.645133, 2.802692], [-1.498500, -0.436702, 1.406221], [-1.882730, 1.276986, 1.216370], [-0.445350, 2.290040, -2.168618], [-1.268035, 2.855516, -0.714764], [-0.151235, 3.928673, -1.563692], [2.952312, 2.074138, -0.535753], [2.367068, 3.542231, -1.328958], [2.135472, 1.969441, -2.093815], [0.457961, 1.837831, 1.916832], [0.883134, 2.993225, 0.477303]],
  "forces_ev_per_angstrom": [[1.289, 0.828, -3.370], [-0.028, -0.058, 0.008], [0.062, -0.090, 0.030], [-0.124, -0.076, -0.009], [0.121, 0.102, -0.062], [0.119, 0.155, -0.057], [-0.050, -0.163, 0.092], [-0.080, 0.266, -0.056], [0.185, 0.141, -0.003], [0.153, 0.023, 0.241], [-0.196, -0.033, 0.173], [-0.179, -0.249, 0.529], [0.150, 0.481, -0.426], [0.078, 0.028, 0.182], [-1.360, -0.822, 3.022], [-0.024, -0.063, -0.004], [0.035, -0.056, 0.009], [-0.052, 0.025, -0.014], [0.086, -0.030, 0.046], [-0.102, 0.070, -0.017], [0.119, -0.006, 0.014], [-0.017, -0.050, 0.127], [-0.014, -0.119, 0.025], [-0.047, -0.025, 0.112], [-0.057, -0.078, 0.010], [-0.104, 0.056, -0.035], [0.018, -0.054, -0.143], [-0.107, 0.019, 0.017], [0.002, 0.129, -0.066], [0.127, -0.030, 0.050], [0.039, 0.108, -0.015], [0.027, -0.042, -0.124], [-0.021, -0.163, -0.168], [-0.048, -0.222, -0.119]]
}

***

{
  "formula": "C4H3N2OS",
  "method": "the ωB97M-V functional and the def2-TZVPD basis",
  "total_energy_ev": -20058.986,
  "charge": -1,
  "de_lowest_kcal_mol": 38.2,
  "e_lumo_ha": 0.133,
  "smiles": "[H]/N=C/c1ncoc1[S-]",
  "fmax_ev_per_a": 6.03,
  "homo_lumo_gap_ev": 6.4434,
  "species": ["C", "C", "C", "C", "N", "N", "O", "S", "H", "H", "H"],
  "coordinates": [[-1.497330, 2.199677, -0.019233], [-0.452988, 0.343306, -0.078604], [-2.148649, 0.009110, -0.041136], [0.380109, -0.793075, -0.161061], [-0.317722, 1.683623, -0.155476], [1.650824, -0.800561, 0.044302], [-2.568367, 1.293305, 0.065106], [-3.056777, -1.377700, 0.042374], [-1.872528, 3.156092, 0.130364], [-0.129363, -1.789918, -0.185171], [2.047736, -1.781658, 0.021998]],
  "forces_ev_per_angstrom": [[-0.075, -2.417, -0.262], [-5.583, -2.077, -0.923], [5.606, 2.123, 0.400], [0.662, -1.111, 1.031], [-0.772, 0.249, 0.797], [1.335, -0.851, -0.366], [-0.083, -0.423, -0.177], [-0.094, 0.399, -0.092], [0.096, 1.726, -0.056], [-0.242, 1.036, -0.324], [-0.851, 1.346, -0.028]]
}

***

{
  "formula": "C48H56N3O22",
  "method": "the ωB97M-V functional and the def2-TZVPD basis",
  "total_energy_ev": -100153.223,
  "charge": -1,
  "de_lowest_kcal_mol": 263.6,
  "e_lumo_ha": -0.034,
  "fmax_ev_per_a": 13.62,
  "homo_lumo_gap_ev": 5.2111,
  "species": ["C", "C", "O", "N", "H", "H", "C", "H", "H", "H", "H", "H", "H", "N", "O", "O", "O", "N", "O", "O", "O", "C", "C", "C", "O", "H", "H", "H", "H", "H", "H", "H", "H", "C", "C", "C", "O", "H", "H", "H", "H", "H", "H", "H", "H", "C", "C", "C", "O", "H", "H", "H", "H", "H", "H", "H", "H", "C", "C", "C", "O", "C", "C", "C", "O", "H", "H", "H", "H", "C", "C", "C", "O", "C", "C", "C", "O", "H", "H", "H", "H", "C", "C", "C", "O", "C", "C", "C", "O", "H", "H", "H", "H", "C", "C", "C", "O", "C", "C", "C", "O", "H", "H", "H", "H", "C", "C", "C", "O", "C", "C", "C", "O", "H", "H", "H", "H", "C", "C", "C", "O", "C", "C", "C", "O", "H", "H", "H", "H"],
  "coordinates": [[0.729830, -1.114371, -0.834248], [0.146644, -0.021938, 0.074895], [0.229284, 1.092881, -0.307850], [-0.044081, -0.399012, 1.502789], [-0.492730, -1.381854, 1.427148], [0.787986, -0.653534, 1.705908], [-0.687515, 0.711199, 2.260515], [1.693354, -1.510153, -0.618213], [0.940603, -0.787644, -1.810257], [-0.057531, -1.844926, -0.988395], [-1.734625, 0.869136, 1.931604], [0.060872, 1.437041, 2.238818], [-0.905471, 0.232923, 3.089774], [3.631190, -1.090232, 2.038589], [4.397911, -2.014084, 2.571597], [2.544675, -0.864474, 2.638251], [3.846486, -0.742167, 0.854128], [0.289015, -2.856747, 1.954811], [0.150467, -4.082940, 2.295199], [0.129328, -2.492212, 0.790995], [0.966294, -2.132113, 2.649742], [-1.676551, 6.162696, 2.171121], [-1.324918, 4.661909, 2.266100], [-2.547667, 3.770912, 2.410156], [-0.565189, 4.381010, 1.149864], [-0.824997, 6.682184, 1.905654], [-1.960143, 6.611566, 3.040844], [-2.620243, 6.185309, 1.527731], [-0.478672, 4.575507, 3.110649], [-3.281336, 3.735450, 1.606368], [-3.239439, 4.154638, 3.151637], [-2.115673, 2.904180, 2.866259], [0.253914, 3.998587, 1.116459], [7.149282, -1.245199, -2.333765], [5.735440, -1.452938, -1.783527], [4.920550, -2.251801, -2.837671], [5.799480, -2.020262, -0.521337], [7.302415, -0.503486, -3.115521], [7.457584, -2.014060, -2.941875], [8.030016, -1.190689, -1.501636], [5.130777, -0.455635, -1.744988], [5.229818, -3.167921, -3.085207], [4.889579, -1.784162, -3.746779], [3.976335, -2.474211, -2.283801], [5.269031, -1.577852, -0.008419], [-2.997428, -6.560338, -0.446324], [-1.610602, -6.025549, -0.358801], [-0.542869, -7.001003, -0.846496], [-1.620502, -4.783959, -0.869391], [-2.917517, -6.783718, -1.475315], [-3.692299, -5.585974, -0.354283], [-3.235993, -7.365623, 0.363731], [-1.460067, -5.942132, 0.787817], [-0.273924, -6.705266, -1.927536], [-0.713694, -7.986223, -0.696195], [0.375323, -6.828204, -0.325117], [-0.787312, -4.597296, -0.373931], [-0.330003, -5.047556, -6.065224], [-0.450406, -4.747183, -4.520595], [0.682268, -3.818432, -3.865561], [0.641395, -3.520189, -2.695252], [1.506066, -3.214135, -4.800756], [1.604327, -3.395213, -6.299122], [0.768421, -4.453027, -6.899706], [1.047036, -4.909937, -7.880255], [-1.066561, -5.932682, -6.438109], [-1.165400, -5.373695, -3.759464], [2.266049, -2.458878, -4.491325], [2.316675, -2.834409, -6.940648], [-3.029735, -1.824142, -1.064117], [-3.046112, -2.599440, -2.479290], [-2.895905, -1.826235, -3.807489], [-2.861717, -2.374530, -4.911950], [-2.770205, -0.407844, -3.614588], [-2.666752, 0.332329, -2.296549], [-3.100904, -0.410855, -1.037774], [-3.108957, 0.159007, 0.041589], [-3.378231, -2.445137, -0.241056], [-3.140866, -3.607549, -2.578717], [-2.744751, 0.210178, -4.609289], [-2.675821, 1.424964, -2.243002], [-2.881566, 6.022968, -2.755366], [-1.417265, 6.242033, -3.193521], [-0.436468, 5.054167, -2.815068], [0.726810, 4.959739, -3.082608], [-1.046930, 3.928415, -2.029145], [-2.498423, 3.775445, -1.683144], [-3.333198, 4.871014, -1.873022], [-4.495519, 4.903456, -1.509010], [-3.458944, 6.920780, -3.075133], [-1.268587, 7.162340, -3.719867], [-0.395682, 3.206917, -1.818515], [-2.735523, 2.961538, -0.978424], [-1.053055, 0.589181, 6.024101], [-1.308654, 2.180461, 6.187693], [-0.218646, 2.942586, 5.471886], [-0.129480, 4.083921, 5.455410], [0.903742, 2.381899, 4.787013], [0.977706, 0.847605, 4.558833], [-0.157638, -0.025829, 5.100065], [-0.110018, -1.220065, 4.932259], [-1.705628, -0.139156, 6.662248], [-2.001270, 2.628906, 6.762570], [1.689759, 2.842057, 4.446465], [1.694589, 0.340935, 3.995572], [3.515593, 2.662175, 1.525736], [4.921301, 2.776000, 0.957611], [5.167777, 4.006796, 0.105414], [6.262467, 4.113575, -0.419811], [4.105730, 5.025608, -0.068527], [2.782658, 4.891171, 0.509366], [2.433270, 3.693741, 1.216688], [1.246239, 3.557213, 1.586325], [3.177098, 1.689185, 1.997495], [5.690232, 1.985614, 1.207167], [4.566422, 5.988678, -0.827819], [1.962729, 5.715390, 0.248925], [-4.070335, 0.977157, 3.129876], [-4.726101, 0.335271, 1.897309], [-4.068353, -1.027662, 1.381912], [-4.395036, -1.651313, 0.337004], [-2.902244, -1.445559, 2.097623], [-2.289522, -0.731144, 3.188790], [-2.794427, 0.556170, 3.682579], [-2.062319, 1.212953, 4.301993], [-4.477026, 1.971520, 3.504726], [-5.519272, 0.846863, 1.471479], [-2.658710, -2.363212, 1.596714], [-1.262688, -1.048141, 3.656113]],
  "forces_ev_per_angstrom": [[-1.955, 0.283, -0.784], [3.434, -1.656, -1.533], [-1.335, 1.996, 0.563], [-9.806, 4.841, -4.877], [-0.252, 1.989, -0.535], [8.016, -1.690, 3.103], [1.047, -0.556, -4.858], [0.408, -0.659, 1.377], [-0.228, 1.748, -1.367], [0.544, -0.403, -0.175], [1.572, 0.902, -1.383], [0.256, 1.953, 0.396], [1.263, -0.349, 3.549], [0.675, -4.897, 1.372], [-1.182, 2.982, -1.178], [3.093, 2.882, -0.962], [-0.381, 1.170, 0.554], [4.072, -6.411, 2.652], [-1.405, 1.613, -0.795], [-2.649, -2.466, -1.820], [-1.777, -0.888, 2.365], [-2.441, -2.786, -1.654], [2.808, 1.507, 1.215], [0.283, 0.907, 1.303], [-9.058, 3.523, -3.680], [1.498, 1.147, -1.526], [-1.006, 0.761, 2.938], [1.589, 0.613, 0.091], [-2.433, -0.181, -0.704], [0.916, -0.624, -0.897], [0.227, 0.466, 0.893], [-0.608, -1.107, -0.572], [1.604, -0.753, 0.450], [2.084, 1.470, 2.334], [-0.391, 1.679, -1.630], [-1.696, 1.339, 4.572], [4.798, -4.275, -4.813], [-0.423, 1.134, 0.573], [0.473, -2.875, -0.924], [-2.372, 0.300, -1.812], [1.276, -1.281, 0.208], [2.103, -3.835, -0.396], [-0.803, 1.898, -2.130], [-0.009, 0.605, -1.080], [-4.968, 3.684, 5.080], [-1.692, 1.472, 1.452], [-0.921, -3.351, 5.381], [1.273, 4.223, -2.361], [2.494, 1.785, -0.238], [-1.561, -1.432, -1.398], [1.197, -2.476, 0.069], [0.283, 1.265, -2.056], [0.301, 0.039, -1.308], [-0.605, -0.941, 1.238], [-1.154, -3.131, 0.077], [0.711, 0.420, 0.462], [-0.342, 2.204, -1.149], [-2.771, -0.854, 7.281], [1.058, -2.176, -4.296], [-4.777, -2.026, 0.114], [0.459, -0.333, -0.006], [4.800, 2.469, -8.309], [-0.915, 0.830, 6.644], [-2.572, 3.107, 8.800], [2.383, -4.194, -9.709], [2.059, 2.539, 0.528], [1.759, 1.816, -2.213], [-0.845, -0.720, 0.387], [-0.583, -0.450, 0.770], [0.680, -6.764, -9.395], [0.540, 7.107, 4.231], [-0.370, -2.332, 1.479], [-0.096, 0.840, 1.469], [0.793, 6.367, 2.591], [-2.457, -3.474, -4.733], [3.780, 1.213, -1.402], [0.941, 3.191, -1.018], [2.528, -0.780, -0.979], [-0.031, -2.753, 0.325], [0.249, -1.093, 2.105], [0.338, -0.604, -0.328], [7.236, 1.963, -1.884], [-5.843, -3.609, 3.024], [-2.349, 1.295, 0.096], [0.705, 0.556, -0.454], [-8.328, 2.241, -0.058], [8.293, -0.987, 0.180], [-2.296, 2.489, -2.167], [-0.191, -0.077, 0.613], [-0.315, -1.313, 0.735], [0.784, 0.069, -0.312], [2.517, -3.025, 1.112], [-0.168, 0.516, -0.569], [-3.762, 5.988, 4.995], [6.037, -8.693, -2.439], [-0.656, -5.523, 0.602], [-1.146, 8.904, 0.954], [-2.504, -13.389, 0.009], [-2.876, 6.961, 2.233], [4.029, 1.728, 0.923], [-0.341, -0.771, 0.294], [1.135, 1.470, -1.379], [-2.217, 1.244, 2.005], [3.766, 3.316, -1.649], [1.362, -0.578, -0.781], [4.219, -0.516, -2.320], [-6.165, -0.084, 2.567], [1.113, -1.677, 0.836], [-0.597, 0.514, -0.085], [-2.620, 2.322, -0.479], [3.379, 3.463, -3.954], [-0.357, -1.441, 1.255], [8.160, -3.355, 1.533], [0.504, 1.343, -0.374], [-0.987, 1.173, -0.668], [-1.947, -3.000, 2.603], [1.851, -2.094, 0.871], [-4.134, -0.447, -4.567], [5.322, -0.211, 6.105], [-2.115, 2.543, -1.416], [-6.332, 0.543, 6.778], [1.403, 1.363, 4.164], [-1.370, -5.361, -2.434], [-4.573, -4.084, -3.586], [1.210, 3.753, 0.919], [0.452, -1.465, -0.628], [-1.473, 0.573, -0.974], [1.492, -0.594, 0.747], [-3.099, -0.741, -0.985]]
}